# 1
13
Properties=species:S:1:pos:R:3 method="wB97M-V/def2-TZVPD" relative_energy_kcal_mol=105.6 total_charge=+1 orbital_gap_ev="7.778 / 7.774" e_homo_ev="-14.40 / -14.40"
H -0.838 -2.482 -0.162
N -1.270 -1.600 -0.366
N -2.212 -0.980 0.158
C -2.314 0.464 -0.031
O -3.390 0.961 -0.009
C -0.926 0.998 -0.261
N 0.084 0.335 0.027
C 1.463 0.540 -0.107
H -2.742 -1.410 1.110
H -1.054 2.087 -0.652
H 1.580 1.568 0.047
H 1.841 0.435 -1.236
H 1.952 -0.039 0.539

***

# 2
77
Properties=species:S:1:pos:R:3 method="wB97M-V/def2-TZVPD" multiplicity=5 orbital_gap_ev="6.491 / 6.919" e_homo_ev="-6.15 / -7.94"
P 0.777 0.265 0.292
C -0.115 1.836 0.840
C 0.616 3.189 0.654
C -0.122 4.337 1.312
C -1.633 4.384 0.976
C -2.340 3.019 0.952
C -1.513 1.941 0.230
C 0.758 0.419 -1.571
C 0.945 1.856 -2.042
C 1.217 1.926 -3.533
C 0.133 1.227 -4.364
C -0.303 -0.151 -3.823
C -0.456 -0.188 -2.298
C 2.582 0.789 0.585
C 2.804 0.985 2.096
C 4.214 1.574 2.341
C 5.319 0.760 1.664
C 5.031 0.393 0.206
C 3.608 -0.178 -0.031
H -0.236 1.655 1.922
H 0.706 3.412 -0.413
H 1.644 3.138 1.026
H 0.345 5.278 0.978
H -0.011 4.290 2.404
H -2.123 5.040 1.710
H -1.785 4.902 0.016
H -2.553 2.698 1.986
H -3.306 3.120 0.430
H -2.024 0.970 0.298
H -1.442 2.210 -0.836
H 1.627 -0.193 -1.870
H 2.182 1.452 -3.749
H 1.767 2.348 -1.505
H 0.021 2.405 -1.809
H 1.300 2.981 -3.829
H 0.497 1.134 -5.395
H -0.760 1.866 -4.450
H -1.266 -0.432 -4.282
H 0.430 -0.906 -4.154
H -0.526 -1.237 -1.995
H -1.395 0.300 -1.986
H 2.841 1.780 0.125
H 2.058 1.698 2.482
H 2.627 0.034 2.627
H 4.238 2.614 1.963
H 4.373 1.614 3.427
H 5.493 -0.153 2.246
H 6.252 1.327 1.699
H 5.759 -0.344 -0.162
H 5.135 1.305 -0.412
H 3.445 -0.233 -1.121
H 3.452 -1.202 0.350
Ru -0.563 -1.909 0.911
Cl 1.140 -2.405 -0.648
Cl -1.530 -0.727 2.664
C -1.774 -3.262 0.331
H -1.663 -4.384 0.400
C -3.055 -2.947 -0.353
C -3.893 -3.999 -0.856
C -4.884 -3.689 -1.786
C -5.086 -2.328 -2.133
C -4.382 -1.284 -1.509
C -3.389 -1.600 -0.574
H -3.702 -5.026 -0.524
H -5.487 -4.499 -2.234
H -4.627 -0.234 -1.729
H -2.868 -0.828 0.002
H -5.864 -2.097 -2.866
C -2.034 -4.350 3.166
C -0.553 -4.343 2.902
N 0.189 -5.354 3.401
O 0.085 -3.422 2.266
H -2.279 -5.059 3.947
H -2.573 -4.656 2.280
H -2.402 -3.372 3.470
H 1.202 -5.425 3.330
H -0.298 -6.053 3.935

***

# 3
7
Properties=species:S:1:pos:R:3 method="wB97M-V/def2-TZVPD" relative_energy_kcal_mol=115.5 orbital_gap_ev="7.121 / 7.128" e_homo_ev="-9.10 / -9.10"
C -2.079 -0.134 0.367
C -1.144 0.015 -0.680
C -0.968 0.739 0.421
H -0.657 -0.407 -1.687
H -0.405 1.618 0.643
O 2.960 -0.249 0.591
S 2.293 -1.583 0.345

***

# 4
23
Properties=species:S:1:pos:R:3 method="wB97M-V/def2-TZVPD" relative_energy_kcal_mol=26.4 orbital_gap_ev=10.991 e_homo_ev=-10.11
C -0.847 2.718 0.416
C -1.349 1.297 0.564
C -0.364 0.356 1.230
O -1.047 -0.928 1.360
O 0.914 0.132 0.617
C 1.061 -0.205 -0.773
O 0.553 0.797 -1.611
C 0.414 -1.518 -1.202
C 0.969 -2.678 -0.399
H -1.651 3.300 0.039
H -0.038 2.832 -0.331
H -0.646 3.248 1.360
H -2.194 1.272 1.239
H -1.670 0.744 -0.351
H -0.082 0.752 2.215
H -0.499 -1.521 1.913
H 2.182 -0.319 -0.767
H 0.910 1.703 -1.520
H -0.654 -1.464 -1.166
H 0.746 -1.600 -2.229
H 0.662 -2.645 0.650
H 0.587 -3.578 -0.832
H 2.044 -2.696 -0.422